The following is a quantum chemistry calculation of a molecular structure, C35H53NOP2SbY, from OMol25.

Results
DFT total energy	-2456.163939	a.u.
molecular weight	776.43	g mol⁻¹
net charge	+2
E_HOMO	-13.69	eV
HOMO-LUMO gap	7.0	eV
LUMO	-0.2471	Ha

CARTESIAN COORDINATES (ANGSTROEM)
H 6.04 -2.18 2.89
H 2.45 2.49 2.15
H -4.29 -2.32 4.56
Sb 0.53 0.02 1.71
C 0.33 -5.19 -0.99
H 2.86 -1.25 -1.75
C -0.84 -4.64 -3.99
P -0.30 2.75 -1.71
C 0.22 2.60 5.34
C -2.49 -0.36 2.41
H 2.74 1.22 -3.37
C 2.69 -1.58 3.30
C 2.13 1.30 -2.44
H -3.46 -3.83 -3.66
H -2.12 -4.45 -0.09
C 2.06 3.47 4.03
H -0.30 0.15 -3.18
P -0.31 -2.61 -2.05
H -0.78 -5.49 -3.30
C -0.86 4.97 -3.41
C -2.18 -2.56 4.12
H -1.78 -2.79 0.45
C 0.33 5.20 -0.38
C -2.82 -3.59 -2.80
H 0.73 5.60 0.57
H -0.51 -5.79 -1.36
N 1.32 0.08 -2.31
H 5.57 -1.04 0.72
H -3.23 -2.70 -2.32
C -1.39 -3.38 -3.32
H 0.71 -5.69 -0.09
C 5.03 -1.84 2.66
H 1.14 -5.22 -1.73
C -1.08 -2.07 3.41
H -2.89 4.47 -1.51
C -0.10 -3.77 -0.61
H -1.18 0.14 -3.02
C -2.83 3.76 -2.34
O -4.07 -0.27 -1.26
H -0.81 5.73 -2.62
H -4.57 -0.38 3.01
H -3.24 2.80 -2.00
C 4.76 -1.20 1.44
H 0.15 -4.49 -4.43
C -0.03 1.65 4.34
H -0.40 2.61 6.23
C -1.40 3.63 -2.89
H -1.43 2.93 -3.74
H -2.02 4.46 0.59
H -0.86 0.94 4.47
H -2.88 -4.43 -2.10
H -1.43 -2.59 -4.10
C 3.99 -2.04 3.59
H -0.97 3.71 1.82
C 2.44 -0.94 2.09
H 0.77 3.24 0.35
H 2.88 4.19 3.90
H -0.52 5.83 -0.65
H -0.11 -2.57 3.50
H 1.12 5.31 -1.13
C -3.58 -0.86 3.13
Y -0.51 0.03 -1.16
H -2.06 -3.42 4.78
H 0.73 -3.31 -0.05
C 0.77 1.60 3.19
H 1.90 -1.72 4.05
H 4.19 -2.55 4.53
H -1.85 2.69 0.68
C 1.38 2.65 -2.50
H 0.13 4.87 -3.87
H -2.63 0.47 1.73
H 2.01 3.42 -2.03
C 1.27 3.51 5.19
C -0.08 3.75 -0.15
C -1.22 -0.94 2.60
C -3.44 -1.94 3.99
C -1.34 -3.78 0.29
H -1.04 -4.15 1.29
H 1.48 4.24 5.97
C 1.37 -2.44 -2.82
C -2.92 -0.19 -1.30
H -1.55 5.34 -4.18
C 1.81 2.52 3.03
C 2.13 -1.11 -2.57
H 1.25 -2.57 -3.90
C -1.31 3.64 0.78
H -1.52 -4.94 -4.80
H -3.48 4.13 -3.14
H 3.27 -0.26 0.20
H 2.88 1.33 -1.62
H 1.25 2.94 -3.56
C 3.46 -0.76 1.15
H 2.76 -0.92 -3.47
H 1.99 -3.27 -2.45